Entry 1:
Density functional theory data (ωB97M-V/def2-TZVPD) for a molecular structure, C24H36BN8ReS in a non-equilibrium geometry.

The value obtained for the electronic energy is -1874.58614 a.u. For the HOMO energy (alpha / beta), the calculation gives -0.65736 / -0.65673 hartree. The HOMO-LUMO gap (alpha / beta) is 5.674 / 6.144 eV. Its spin multiplicity is 2. The charge is +3. The LUMO energy (alpha / beta) comes out at -12.213 / -11.727 eV.

Positions of all 71 atoms, in Å:
Re  -0.20695  0.18224  0.92250
C  -1.85206  2.53632  -1.83659
C  -0.56783  1.85164  -2.32115
C  -0.27017  2.21445  -3.77524
C  0.56718  2.19144  -1.41605
C  1.52614  3.17076  -1.63231
C  2.33593  3.16394  -0.50293
N  1.88988  2.23346  0.33494
N  0.80611  1.61770  -0.20570
B  2.36487  1.94641  1.77200
N  2.61777  0.42996  1.87600
C  3.71759  -0.17043  2.32842
C  3.46770  -1.52880  2.43541
C  2.14988  -1.71481  2.02638
N  1.64608  -0.49745  1.67140
C  1.42558  -3.02750  2.02469
C  1.78487  -3.86409  3.26712
C  -0.08839  -2.86292  1.97992
N  1.15277  2.24351  2.66541
C  0.97782  3.10944  3.66373
C  -0.32073  2.97435  4.14520
C  -0.90259  1.97675  3.37330
N  0.01421  1.54578  2.47744
C  -2.28529  1.41201  3.40627
C  -3.04158  1.89708  2.16834
C  -2.23537  -0.11096  3.43288
H  -2.70824  2.13826  -2.37039
H  -1.80589  3.60361  -2.02202
H  -2.00421  2.38261  -0.77024
H  -0.72547  0.76943  -2.26990
H  -0.22090  3.29422  -3.89814
H  -1.06975  1.85019  -4.41740
H  0.67368  1.78490  -4.10962
H  1.60793  3.80666  -2.48879
H  3.18490  3.77794  -0.27168
H  3.31320  2.56774  2.06681
H  4.61271  0.37852  2.54750
H  4.15593  -2.27175  2.78318
H  1.76090  -3.60492  1.15259
H  1.58355  -3.31293  4.18034
H  2.82395  -4.17437  3.25349
H  1.17986  -4.76624  3.27395
H  -0.41892  -2.29829  2.84861
H  -0.57708  -3.83545  2.01251
H  -0.40943  -2.37531  1.04791
H  1.75231  3.78438  3.96933
H  -0.77714  3.52915  4.93881
H  -2.79038  1.77279  4.30773
H  -2.52761  1.52657  1.26468
H  -3.07438  2.98118  2.12428
H  -4.06172  1.52491  2.16692
H  -1.77236  -0.48090  2.48760
H  -3.23696  -0.52998  3.47810
H  -1.66532  -0.47602  4.28314
C  1.53076  -3.14071  -3.79907
C  0.21564  -2.49517  -3.63980
C  -0.73533  -2.38122  -4.63444
C  -1.95985  -1.73764  -4.36506
N  -2.19349  -1.28729  -3.12277
C  -1.30065  -1.40905  -2.19256
S  -1.72379  -0.81083  -0.61124
N  -0.09166  -1.98632  -2.41428
C  -3.00312  -1.55721  -5.37560
H  1.89748  -3.06856  -4.81971
H  1.43738  -4.20676  -3.57892
H  2.27493  -2.72456  -3.12384
H  -0.54132  -2.77507  -5.61682
H  0.59914  -2.05979  -1.67222
H  -2.59789  -1.52387  -6.38620
H  -3.61249  -0.67905  -5.17204
H  -3.67233  -2.42411  -5.32609

***

Entry 2:
Density functional theory data (ωB97M-V/def2-TZVPD) for a molecular structure, C24H36BrN3O3S3SiSr in a non-equilibrium geometry.

The value obtained for the electronic energy is -5415.05295 a.u. For the HOMO energy, the calculation gives -0.27798 hartree. The HOMO-LUMO gap is 7.418 eV. Its spin multiplicity is 1. The charge is 0. The LUMO energy comes out at -0.146 eV.

Positions of all 72 atoms, in Å:
Sr  -2.25101  -2.70242  -0.78583
N  2.61916  -3.90231  1.42095
C  3.80327  -3.98583  0.65569
C  5.03601  -4.07244  1.27955
C  6.20119  -4.11991  0.52515
C  6.13422  -4.07162  -0.85742
C  4.89636  -3.97945  -1.48273
C  3.73201  -3.94769  -0.73237
S  2.16288  -3.83310  -1.53568
N  1.12613  -3.28840  -0.30555
C  1.45707  -3.36386  0.92178
C  0.51454  -2.78402  1.92903
C  0.94909  -1.92683  2.92372
C  0.00864  -1.44099  3.82542
C  -1.30790  -1.84780  3.70390
C  -1.65081  -2.68682  2.65085
N  -0.75327  -3.13997  1.77060
H  2.73029  -3.89343  2.42014
H  5.08346  -4.11564  2.36296
H  7.15831  -4.18119  1.02528
H  7.03801  -4.10065  -1.45073
H  4.83011  -3.94479  -2.56442
H  1.98651  -1.61976  2.97531
H  0.30571  -0.74914  4.60390
H  -2.06805  -1.51101  4.39606
H  -2.67663  -3.00301  2.50243
C  1.70790  2.22563  0.58446
C  0.20376  2.42246  0.83949
C  -0.14175  1.56504  2.06891
C  -0.05005  3.90267  1.18631
Si  -0.80700  1.94287  -0.70011
Br  -0.51562  -0.42045  -0.62398
C  -2.67230  2.19438  -0.58454
C  -3.19597  1.91365  0.83265
C  -3.46663  1.27230  -1.52812
C  -2.99329  3.66154  -0.94049
C  -0.00273  2.35736  -2.37117
C  0.33512  3.86193  -2.41192
C  -0.95305  2.04084  -3.53612
C  1.29038  1.56539  -2.64520
H  2.25187  2.41462  1.51635
H  2.09086  2.91823  -0.16599
H  1.92469  1.20374  0.26374
H  0.47475  1.90575  2.90971
H  0.07574  0.51411  1.88826
H  -1.18430  1.64408  2.36564
H  0.59891  4.19175  2.01964
H  -1.08401  4.07503  1.49297
H  0.16746  4.56831  0.34665
H  -3.01061  0.88030  1.13097
H  -4.28112  2.05555  0.83287
H  -2.77350  2.59369  1.57416
H  -3.37554  0.22961  -1.23451
H  -3.18206  1.37416  -2.57113
H  -4.52702  1.52933  -1.44540
H  -2.45256  4.37081  -0.30625
H  -4.06421  3.83323  -0.79807
H  -2.75241  3.89273  -1.98026
H  -0.54119  4.48965  -2.22703
H  0.72488  4.11327  -3.40334
H  1.09867  4.12598  -1.67724
H  -1.85031  2.65876  -3.52135
H  -1.24870  0.98979  -3.53647
H  -0.43002  2.24024  -4.47715
H  2.06920  1.76106  -1.91184
H  1.67217  1.86182  -3.62760
H  1.10756  0.49153  -2.65831
O  -3.84555  -4.25446  -0.23133
S  -4.77045  -3.16868  -0.72000
O  -4.15992  -2.64591  -1.99798
O  -6.15436  -3.51427  -0.79149
S  -4.37301  -1.63730  0.59368

***

Entry 3:
Density functional theory data (ωB97M-V/def2-TZVPD) for a molecular structure, C24H36CaN2O24 in a non-equilibrium geometry.

The value obtained for the electronic energy is -3529.00200 a.u. For the HOMO energy, the calculation gives -0.27339 hartree. The HOMO-LUMO gap is 7.368 eV. Its spin multiplicity is 1. The charge is 0. The LUMO energy comes out at -0.071 eV.

Positions of all 87 atoms, in Å:
Ca  18.77407  22.43919  8.53609
N  18.06060  21.08148  11.10618
O  19.14105  21.69694  10.91231
O  17.28231  21.03913  10.14031
O  17.76107  20.65844  12.22867
N  16.49767  23.64574  7.38064
O  16.65029  23.59181  8.62110
O  15.43955  24.00767  6.85022
O  17.53450  23.37094  6.73803
C  23.41437  22.82970  3.39718
C  22.40364  21.77347  3.80584
C  22.94876  20.73583  4.81012
O  21.91557  20.63578  5.76313
C  21.08769  21.67595  5.67863
O  20.18298  21.90089  6.40377
O  21.40981  22.43816  4.62227
H  24.42759  22.43702  3.29401
H  23.51776  23.61026  4.15764
H  23.07119  23.39975  2.53403
H  21.80452  21.44600  2.95510
H  23.83372  21.12320  5.31181
H  23.13619  19.81583  4.25926
C  25.29228  22.91108  7.32810
C  24.55646  22.50664  8.60321
C  24.45632  23.66374  9.60840
O  23.05818  23.72319  9.93620
C  22.36532  22.84368  9.17485
O  21.19717  22.66930  9.19181
O  23.19548  22.27073  8.29787
H  24.70352  23.53115  6.65398
H  25.56659  22.02165  6.75757
H  26.22499  23.39636  7.62122
H  25.07527  21.68778  9.10475
H  24.77138  24.64442  9.25269
H  24.87957  23.36940  10.57089
C  20.55991  16.30478  10.42019
C  21.15630  17.70444  10.45337
C  22.25397  18.00529  9.41900
O  21.75556  19.09574  8.67853
C  20.48568  19.37716  9.01680
O  19.88170  20.28179  8.54978
O  20.05571  18.53236  9.95857
H  19.52485  16.31180  10.76361
H  21.01415  15.69878  11.21179
H  20.58647  15.86322  9.42704
H  21.36452  18.03142  11.47126
H  22.32714  17.12981  8.77021
H  23.19888  18.23398  9.90661
C  23.99429  26.70532  6.23714
C  22.79949  26.49100  7.15670
C  21.62296  27.48906  7.04028
O  20.47042  26.66823  7.08906
C  20.83026  25.37855  6.92070
O  20.04822  24.48373  6.95885
O  22.12861  25.29548  6.68310
H  24.29537  27.75162  6.17892
H  23.72379  26.37281  5.23489
H  24.86777  26.13025  6.54348
H  23.07722  26.22843  8.18042
H  21.78251  28.13365  6.17219
H  21.54799  28.16676  7.89276
C  13.67917  18.68067  6.10196
C  15.19919  18.45461  6.05377
C  15.87337  18.90352  4.77104
O  17.06245  19.55352  5.23035
C  16.88459  19.91266  6.52482
O  17.66347  20.58153  7.10534
O  15.74744  19.38859  6.99491
H  13.23110  17.87797  5.51035
H  13.28969  19.64001  5.76911
H  13.32824  18.57647  7.12855
H  15.50847  17.44666  6.33253
H  15.28673  19.69148  4.28218
H  16.08899  18.21519  3.95711
C  21.18380  26.22288  13.37588
C  20.61630  26.63478  12.00935
C  21.58883  26.56223  10.84830
O  20.94874  25.73323  9.89570
C  19.84282  25.19291  10.44232
O  19.17022  24.38302  9.90063
O  19.61998  25.66183  11.67894
H  21.97854  26.90398  13.67996
H  21.53119  25.18976  13.32820
H  20.40418  26.20131  14.13617
H  20.14878  27.61869  12.07201
H  22.54734  26.15011  11.18067
H  21.85917  27.55744  10.48988

***

Ordered energy relative to the best compared isomer or geometry (same formula, charge and spin) results: 0.0 17.3 0.0; unit kcal/mol.